{"formula": "C8H5N", "method": "ωB97M-V with the def2-TZVPD basis set", "total_energy_ev": -9858.4125, "mol_weight_g_mol": 115.13, "e_lumo_ev": [-0.7785, -1.6726], "homo_lumo_gap_ev": [7.20, 6.45], "symbols": ["N", "C", "C", "C", "C", "C", "C", "C", "C", "H", "H", "H", "H", "H"], "coordinates": [[1.772, -0.727, 0.003], [-3.388, -1.079, -0.023], [1.863, 0.638, 0.016], [0.481, -1.377, -0.034], [-0.448, 0.881, -0.057], [-0.526, -0.731, -0.097], [-2.566, -0.173, -0.175], [0.778, 1.545, -0.014], [-1.856, 1.073, 0.001], [-2.336, 2.036, 0.224], [0.687, 2.539, 0.200], [-3.845, -1.924, 0.229], [0.606, -2.436, 0.041], [2.946, 0.862, 0.170]]}

---

{"formula": "C41H60F3FeO33S", "method": "ωB97M-V with the def2-TZVPD basis set", "total_energy_ev": -164422.2062, "mol_weight_g_mol": 1225.80, "e_lumo_ev": [-3.1454, -6.3314], "total_charge": 2, "spin_multiplicity": 6, "homo_lumo_gap_ev": [10.94, 7.76], "symbols": ["Fe", "S", "F", "F", "F", "O", "O", "O", "O", "O", "O", "O", "O", "O", "O", "O", "O", "O", "O", "O", "O", "O", "O", "O", "O", "O", "O", "O", "O", "O", "O", "O", "O", "O", "O", "O", "O", "O", "C", "C", "C", "C", "C", "C", "C", "C", "C", "C", "C", "C", "C", "C", "C", "C", "C", "C", "C", "C", "C", "C", "C", "C", "C", "C", "C", "C", "C", "C", "C", "C", "C", "C", "C", "C", "C", "C", "C", "C", "C", "H", "H", "H", "H", "H", "H", "H", "H", "H", "H", "H", "H", "H", "H", "H", "H", "H", "H", "H", "H", "H", "H", "H", "H", "H", "H", "H", "H", "H", "H", "H", "H", "H", "H", "H", "H", "H", "H", "H", "H", "H", "H", "H", "H", "H", "H", "H", "H", "H", "H", "H", "H", "H", "H", "H", "H", "H", "H", "H", "H"], "coordinates": [[-2.415, 2.041, -1.333], [-0.389, 0.222, -1.738], [0.602, 0.402, 0.792], [2.071, 0.521, -0.908], [1.005, -1.379, -0.402], [1.446, -1.522, 3.656], [-1.532, 2.916, 0.140], [-3.933, 1.628, -0.257], [-3.297, 1.241, -3.080], [-3.569, 2.575, -6.580], [-0.691, -0.942, 3.237], [0.113, -2.918, 2.559], [-1.702, 0.101, -0.941], [6.614, -1.087, 2.446], [-0.960, 4.906, 0.938], [-0.335, 1.685, -2.018], [0.121, 3.086, 4.727], [-2.526, 4.903, -4.331], [-3.864, -3.785, -0.546], [-4.040, -0.365, -4.346], [-4.300, 4.091, -3.236], [-5.233, 0.887, 1.386], [-0.895, 2.918, 2.736], [-0.198, -0.724, -2.798], [-3.102, 1.138, 1.703], [4.592, -5.103, 1.166], [-2.517, -3.284, 1.110], [1.271, 2.713, 2.840], [4.426, -0.276, 2.490], [2.764, -5.429, -0.100], [-4.370, -2.004, 0.792], [5.909, 0.551, 3.896], [-1.534, 2.104, -5.841], [-2.155, 3.769, -2.385], [-4.460, -0.524, -2.150], [-2.075, 1.603, -7.916], [4.718, -6.550, -0.481], [0.443, 3.712, -0.276], [-4.869, 4.416, -4.547], [-2.926, 0.969, 4.102], [7.224, 0.218, 4.331], [0.647, 0.994, -5.507], [0.608, 6.474, 1.896], [1.732, 1.800, 6.137], [6.073, -6.540, 0.025], [-6.103, 5.199, -4.463], [-5.006, 0.418, 2.761], [3.910, -5.719, 0.199], [0.085, 2.883, 3.400], [-2.276, -5.156, -1.678], [1.415, -3.564, 2.471], [2.559, -3.318, 4.733], [7.780, -0.594, 3.104], [-0.240, 1.817, -6.488], [-3.100, -4.963, -0.447], [-4.949, -1.703, -2.777], [0.135, 5.847, 0.663], [-3.660, -2.965, 0.463], [1.186, 4.913, -0.024], [-4.940, -1.491, -4.285], [-0.710, 3.798, 0.324], [0.209, -1.742, 3.156], [5.533, -0.302, 3.001], [2.233, -2.690, 3.384], [-3.928, 0.187, -3.178], [5.930, -5.573, 1.234], [2.242, 2.779, 3.891], [-2.505, 2.073, -6.756], [-2.971, 4.219, -3.294], [1.452, 2.926, 5.192], [-4.273, -2.612, -5.078], [0.929, -0.020, -0.431], [7.152, -0.645, 5.571], [-3.497, 0.352, 2.907], [-4.085, 1.286, 0.918], [-3.704, 5.334, -5.059], [-2.215, -4.673, 0.768], [7.123, -6.000, -0.909], [-0.758, 1.140, -7.796], [-4.914, 3.475, -5.087], [2.935, 3.612, 3.634], [3.142, -4.285, 4.522], [2.793, 1.827, 6.268], [-6.438, 5.292, -5.527], [8.128, -1.129, 5.855], [1.296, -4.572, 2.880], [-1.882, 0.602, 4.148], [-4.369, -2.559, -2.550], [2.727, 1.879, 4.002], [-3.298, -2.889, -4.777], [7.143, -6.485, -1.928], [3.059, -2.540, 5.376], [-6.918, 4.700, -3.912], [1.554, -3.569, 5.168], [-1.618, -4.302, -1.879], [6.490, -1.456, 5.249], [8.100, -6.044, -0.487], [0.329, -0.051, -5.430], [-2.851, -5.279, -2.589], [-4.226, -2.312, -6.127], [0.587, 1.412, -4.526], [1.256, 1.996, 7.122], [-3.077, 2.095, 4.042], [8.273, 0.036, 2.379], [8.358, -1.448, 3.326], [7.650, 1.204, 4.375], [-5.401, 1.241, 3.339], [-3.762, -5.806, -0.213], [-5.015, -3.406, -5.041], [7.009, -4.925, -1.203], [-2.565, -5.283, 1.596], [-3.054, -0.644, 2.766], [1.687, -3.549, 1.428], [-0.417, 6.581, 0.039], [-5.593, -0.511, 2.886], [-3.431, 0.590, 4.994], [6.716, -4.763, 1.168], [1.369, 0.811, 5.826], [-5.927, -1.865, -2.350], [-0.653, 0.033, -7.718], [6.743, -0.097, 6.456], [1.667, 3.814, 5.703], [6.211, -7.501, 0.420], [-0.184, 1.497, -8.682], [-1.658, -6.054, -1.521], [-3.481, 5.145, -6.133], [-1.166, -4.779, 0.689], [1.049, 7.414, 1.661], [-0.247, 6.644, 2.570], [2.093, 4.662, 0.548], [5.988, -6.093, 2.198], [0.219, 2.757, -6.722], [-3.810, 6.420, -4.857], [-5.859, -1.178, -4.748], [1.591, 5.409, -0.896], [3.156, -2.404, 2.884], [1.661, 1.113, -5.917], [-5.900, 6.134, -3.947], [1.298, 5.789, 2.382]]}